{"formula": "C37H62F3N11O2RuS", "method": "the ωB97M-V functional and the def2-TZVPD basis", "symbols": ["Ru", "C", "N", "C", "C", "N", "C", "C", "N", "C", "C", "N", "C", "N", "C", "C", "N", "C", "C", "C", "C", "N", "C", "N", "C", "C", "N", "C", "C", "N", "C", "C", "H", "H", "H", "H", "H", "H", "H", "H", "H", "H", "H", "H", "H", "H", "H", "H", "H", "H", "H", "H", "H", "H", "H", "H", "H", "H", "H", "H", "H", "H", "H", "H", "H", "H", "H", "H", "H", "H", "H", "H", "H", "H", "H", "H", "H", "H", "H", "H", "F", "C", "F", "F", "C", "C", "C", "C", "N", "C", "S", "H", "H", "H", "C", "C", "C", "C", "C", "C", "C", "C", "C", "C", "O", "O", "H", "H", "H", "H", "H", "H", "H", "H", "H", "H", "H"], "positions_angstrom": [[-0.88, 0.96, -0.22], [3.19, 2.31, -2.65], [2.70, 3.25, -1.64], [1.31, 3.56, -1.93], [3.12, 3.01, -0.28], [1.17, 1.67, 0.55], [2.15, -0.66, 0.85], [1.22, -1.43, -0.08], [-0.17, -1.40, 0.42], [-1.09, -2.05, -0.53], [-2.53, -1.77, -0.12], [-2.63, -0.34, 0.12], [-3.56, 0.39, 0.65], [-3.20, 1.79, 0.60], [-3.07, 2.52, 1.86], [-3.85, 2.56, -0.48], [-4.74, 0.02, 1.18], [-5.11, -1.38, 1.40], [-5.73, 0.95, 1.72], [-0.25, -2.05, 1.75], [-1.13, -1.36, 2.79], [-0.56, -0.07, 3.10], [-0.72, 0.42, 4.28], [0.18, 1.36, 4.75], [1.43, 1.50, 4.04], [-0.30, 2.55, 5.41], [-1.68, 0.05, 5.20], [-3.03, -0.27, 4.80], [-1.42, -0.01, 6.62], [2.57, 3.99, 0.64], [2.36, 5.38, 0.28], [2.92, 3.80, 2.03], [3.14, 2.79, -3.62], [2.59, 1.39, -2.68], [4.23, 2.05, -2.47], [1.27, 4.00, -2.93], [0.88, 4.26, -1.22], [0.68, 2.66, -1.96], [1.57, -0.19, 1.65], [2.87, -1.34, 1.32], [1.55, -2.48, -0.18], [1.23, -1.00, -1.08], [-0.92, -3.13, -0.59], [-0.90, -1.62, -1.52], [-2.78, -2.36, 0.77], [-3.20, -2.09, -0.92], [-2.56, 1.90, 2.59], [-4.02, 2.87, 2.27], [-2.45, 3.39, 1.67], [-3.81, 1.99, -1.41], [-3.28, 3.47, -0.62], [-4.88, 2.82, -0.25], [-4.80, -2.01, 0.58], [-6.19, -1.43, 1.47], [-4.68, -1.76, 2.34], [-5.55, 1.96, 1.37], [-5.71, 0.95, 2.81], [-6.72, 0.65, 1.38], [0.75, -2.12, 2.15], [-0.60, -3.08, 1.61], [-1.18, -2.03, 3.66], [-2.14, -1.28, 2.40], [1.82, 0.53, 3.76], [2.15, 1.99, 4.71], [1.32, 2.10, 3.14], [-1.35, 2.46, 5.66], [-0.18, 3.42, 4.76], [0.26, 2.74, 6.33], [-3.20, 0.02, 3.76], [-3.74, 0.29, 5.42], [-3.27, -1.33, 4.90], [-0.37, 0.19, 6.82], [-1.66, -1.01, 7.00], [-2.03, 0.71, 7.17], [1.37, 5.69, 0.64], [2.40, 5.53, -0.79], [3.11, 6.03, 0.74], [3.03, 2.74, 2.26], [2.12, 4.19, 2.66], [3.86, 4.30, 2.30], [5.37, 5.17, 0.67], [5.26, 4.48, -0.48], [4.57, 5.25, -1.32], [6.50, 4.43, -0.99], [4.66, 3.09, -0.28], [5.57, 2.12, -0.20], [5.39, 0.68, -0.20], [4.27, -0.01, -0.06], [2.96, 0.39, 0.21], [2.41, 1.67, 0.20], [0.05, 2.88, 0.96], [6.61, 2.42, -0.24], [6.28, 0.09, -0.35], [4.34, -1.09, -0.10], [-0.90, 0.92, -8.66], [-0.89, 0.91, -7.16], [-1.15, 2.05, -6.42], [-1.18, 2.04, -5.03], [-1.47, 3.34, -4.32], [-0.92, 0.84, -4.37], [-0.63, -0.33, -5.09], [-0.36, -1.64, -4.40], [-0.63, -0.28, -6.47], [-0.90, 0.81, -2.88], [-1.91, 1.19, -2.21], [0.12, 0.43, -2.25], [-0.97, 1.94, -9.05], [-1.74, 0.35, -9.06], [0.01, 0.47, -9.06], [-1.35, 2.98, -6.94], [-2.42, 3.74, -4.66], [-0.70, 4.08, -4.57], [-1.51, 3.24, -3.24], [-1.14, -1.87, -3.67], [0.60, -1.62, -3.87], [-0.34, -2.45, -5.12], [-0.44, -1.19, -7.03]], "lowdin_spin": [3.6923, 0.0005, 0.0096, 0.0043, 0.0087, 0.1426, 0.0022, 0.0035, 0.0884, 0.0063, 0.0095, 0.0982, 0.0235, 0.0910, 0.0080, 0.0036, 0.0111, 0.0012, 0.0026, 0.0079, 0.0007, 0.0096, 0.0015, 0.0007, 0.0025, 0.0002, 0.0014, 0.0002, 0.0001, 0.0274, 0.0047, 0.0061, 0.0001, 0.0001, 0.0000, 0.0000, 0.0025, 0.0012, 0.0007, 0.0001, 0.0021, 0.0004, 0.0015, 0.0011, 0.0014, 0.0010, 0.0013, 0.0012, 0.0021, 0.0001, 0.0007, 0.0020, 0.0002, 0.0001, 0.0003, 0.0003, 0.0005, 0.0003, 0.0003, 0.0025, 0.0001, -0.0001, 0.0000, 0.0001, 0.0029, 0.0000, 0.0002, 0.0000, 0.0000, 0.0001, 0.0000, 0.0000, 0.0000, 0.0001, 0.0036, 0.0000, 0.0000, 0.0001, 0.0034, 0.0003, 0.0006, 0.0006, 0.0002, 0.0001, 0.0071, 0.0007, 0.0073, -0.0018, 0.0150, 0.0358, 0.3885, 0.0000, 0.0004, -0.0003, 0.0005, 0.0027, -0.0005, 0.0035, 0.0004, 0.0027, 0.0029, 0.0008, -0.0004, 0.0215, 0.1129, 0.0936, 0.0000, 0.0002, 0.0001, -0.0001, 0.0001, 0.0001, -0.0001, 0.0001, 0.0003, 0.0000, -0.0001], "spin_multiplicity": 6, "charge": 1, "homo_ev": [-9.7, -9.7], "s_squared": 8.765}

***

{"formula": "C37H62N2O24", "method": "the ωB97M-V functional and the def2-TZVPD basis", "symbols": ["C", "C", "C", "O", "C", "O", "O", "H", "H", "H", "H", "H", "H", "C", "C", "C", "O", "C", "O", "O", "H", "H", "H", "H", "H", "H", "C", "C", "C", "O", "C", "O", "O", "H", "H", "H", "H", "H", "H", "C", "C", "C", "O", "C", "O", "O", "H", "H", "H", "H", "H", "H", "C", "C", "C", "O", "C", "O", "O", "H", "H", "H", "H", "H", "H", "C", "O", "C", "O", "O", "C", "H", "H", "H", "H", "H", "H", "C", "O", "C", "O", "O", "C", "H", "H", "H", "H", "H", "H", "C", "O", "C", "O", "O", "C", "H", "H", "H", "H", "H", "H", "C", "C", "C", "C", "N", "H", "H", "H", "H", "H", "H", "H", "C", "C", "C", "C", "N", "H", "H", "H", "H", "H", "H", "H"], "positions_angstrom": [[5.08, -1.95, 2.72], [5.14, -1.00, 3.95], [4.96, 0.49, 3.67], [3.71, 0.75, 4.25], [3.33, -0.14, 5.07], [2.45, -0.10, 5.91], [4.11, -1.17, 4.94], [5.33, -2.92, 2.98], [5.59, -1.67, 1.85], [4.02, -2.02, 2.42], [6.08, -1.22, 4.38], [5.13, 0.70, 2.62], [5.70, 1.05, 4.32], [-0.58, -0.81, 5.52], [-0.48, -1.99, 4.53], [-1.33, -1.77, 3.26], [-0.39, -1.21, 2.32], [0.83, -1.40, 2.74], [1.80, -1.30, 2.04], [0.86, -1.98, 4.03], [-0.32, 0.14, 5.01], [0.12, -0.93, 6.30], [-1.56, -0.78, 5.97], [-0.85, -2.89, 5.04], [-2.20, -1.16, 3.38], [-1.73, -2.73, 2.80], [-6.53, 2.72, -5.78], [-5.02, 3.06, -5.96], [-4.68, 4.49, -5.42], [-3.53, 4.25, -4.63], [-3.36, 2.95, -4.54], [-2.51, 2.46, -3.81], [-4.20, 2.23, -5.18], [-6.63, 1.72, -6.16], [-7.22, 3.39, -6.29], [-6.74, 2.62, -4.73], [-4.78, 2.95, -7.00], [-5.61, 4.86, -4.87], [-4.54, 5.10, -6.26], [3.12, -3.75, -0.77], [2.85, -5.02, 0.06], [4.23, -5.60, 0.51], [4.39, -5.16, 1.80], [3.23, -4.71, 2.29], [2.98, -4.47, 3.45], [2.36, -4.57, 1.29], [2.19, -3.25, -1.15], [3.70, -4.02, -1.70], [3.72, -3.02, -0.25], [2.22, -5.83, -0.45], [4.97, -5.47, -0.29], [4.08, -6.64, 0.63], [-2.22, 2.32, 2.53], [-2.68, 1.76, 1.15], [-1.55, 1.37, 0.17], [-1.88, 0.08, -0.23], [-2.79, -0.41, 0.52], [-3.18, -1.60, 0.43], [-3.21, 0.47, 1.45], [-2.99, 2.67, 3.18], [-1.54, 3.20, 2.46], [-1.66, 1.53, 3.03], [-3.51, 2.32, 0.61], [-0.51, 1.49, 0.59], [-1.47, 1.94, -0.72], [0.72, 5.77, 1.95], [0.14, 6.30, 0.75], [-0.20, 5.43, -0.22], [0.01, 4.04, -0.14], [-0.83, 6.01, -1.20], [-1.41, 5.24, -2.21], [1.00, 6.61, 2.61], [1.68, 5.22, 1.87], [-0.01, 5.18, 2.57], [-2.33, 5.76, -2.51], [-1.67, 4.25, -1.80], [-0.69, 5.19, -3.10], [-1.02, -7.17, -3.03], [-0.52, -6.62, -1.89], [-0.78, -5.26, -1.61], [-1.55, -4.42, -2.43], [-0.10, -4.77, -0.56], [-0.42, -3.49, -0.06], [-1.99, -7.46, -2.89], [-0.39, -8.03, -3.46], [-1.04, -6.48, -3.88], [-0.31, -2.61, -0.77], [0.04, -3.26, 0.90], [-1.39, -3.47, 0.25], [2.13, 2.16, 2.03], [1.22, 1.87, 3.10], [1.05, 2.82, 4.04], [1.78, 4.09, 4.07], [0.07, 2.51, 4.86], [-0.55, 3.50, 5.65], [2.21, 1.23, 1.41], [3.15, 2.48, 2.35], [1.72, 2.87, 1.34], [-1.47, 3.10, 6.10], [-0.86, 4.31, 5.01], [0.12, 3.79, 6.51], [-2.39, -1.16, -6.33], [-2.15, -0.47, -4.96], [-1.98, -1.48, -3.75], [-0.54, -1.91, -3.53], [0.52, -2.31, -3.34], [-3.27, -1.81, -6.26], [-1.57, -1.82, -6.50], [-2.48, -0.42, -7.10], [-3.09, -0.03, -4.77], [-1.39, 0.29, -4.97], [-2.59, -2.36, -3.81], [-2.21, -1.01, -2.79], [0.37, 1.02, -2.38], [1.70, 1.19, -1.68], [2.42, -0.09, -1.41], [3.61, 0.08, -0.56], [4.52, 0.25, 0.14], [-0.20, 0.31, -1.74], [0.52, 0.51, -3.34], [-0.18, 2.01, -2.47], [1.72, 1.73, -0.72], [2.42, 1.75, -2.27], [2.65, -0.67, -2.25], [1.75, -0.71, -0.77]], "mulliken_charge": [-1.0421, 0.1123, -0.5081, -0.1967, 0.6461, -0.6379, -0.3872, 0.6943, 0.4939, -0.2555, 0.3839, 0.3236, 0.3245, -1.3002, 0.1788, -0.8092, 0.8275, -1.0981, 0.1938, -0.2089, 0.1019, 0.4657, 0.4924, 0.4175, 0.4185, 0.1738, -1.5153, 0.3078, -0.5320, -0.2825, 0.5457, -0.3741, -0.3045, 0.3812, 0.4022, 0.3980, 0.2977, 0.2837, 0.3630, -0.6594, 0.5417, -0.7136, -0.3589, 0.4360, -0.5888, -0.0115, -0.0473, 0.4404, 0.0739, 0.0979, 0.3667, 0.4242, -0.3257, 0.7463, 0.5864, 0.4702, 0.0455, -0.6669, -0.3942, 0.5193, -0.2237, -0.1503, 0.3153, -0.3244, -0.4296, -0.4496, -0.3936, 0.5417, -0.3410, -0.3252, -0.1673, 0.3356, 0.2550, 0.0665, 0.2561, -0.0522, 0.2150, -0.7507, -0.2699, 0.5395, -0.5540, -0.2607, -0.5340, 0.3500, 0.2491, 0.3068, -0.1339, -0.0439, 1.0132, -0.0130, 1.0620, -0.1306, -0.7193, 0.0377, -0.8205, -0.6771, 0.5694, -0.0142, 0.2747, 0.2953, 0.2585, -1.5676, -0.1459, 0.1201, -0.0401, -0.5135, 0.3608, 0.3661, 0.4313, 0.0824, 0.5135, 0.7730, -0.3433, 0.2169, -0.1254, 0.6095, -0.4774, -0.5813, -0.8642, 0.6855, -0.0701, -0.4067, 0.6551, 0.9482, -0.5474], "homo_ev": -9.9, "smiles": "C[C@H]1COC(=O)O1.C[C@H]1COC(=O)O1.C[C@H]1COC(=O)O1.C[C@H]1COC(=O)O1.C[C@H]1COC(=O)O1.COC(=O)OC.COC(=O)OC.COC(=O)OC.CCCC#N.CCCC#N"}